Record 1
A structure of composition C23H41Br21N2O6P, computed with ωB97M-V with the def2-TZVPD basis set.

Properties
LUMO   -2.65 eV
HOMO-LUMO gap   7.78 eV

Geometry as ORCA input:
```
! RIJCOSX wB97M-V def2-TZVPD def2/J DEFGRID3
* xyz 1 1
C 5.37 0.85 1.59
C 4.16 0.00 2.15
O 3.74 0.32 3.22
O 3.58 -1.10 1.38
C 2.18 -0.81 1.11
C 1.31 -2.11 1.15
C -0.13 -1.87 0.57
C -1.12 -1.26 1.64
C -2.40 -2.12 1.90
C -3.60 -1.78 0.93
P -4.67 -0.40 1.52
C -5.53 -0.93 3.11
N -6.75 -1.70 2.75
C -6.03 -0.07 0.30
C -5.56 0.22 -1.17
C -4.29 1.12 -1.28
N -2.94 0.62 -1.53
O -4.39 2.31 -1.14
C -3.75 1.17 1.94
O -3.55 1.35 3.34
C -3.30 2.74 3.55
O -2.10 3.12 2.91
C -2.05 4.53 2.62
C -1.82 4.77 1.08
O -1.33 6.10 0.91
H 6.32 0.49 2.06
H 5.22 1.91 1.89
H 5.37 0.71 0.48
H 1.75 -0.07 1.83
H 2.11 -0.32 0.09
H 1.86 -2.90 0.58
H 1.26 -2.47 2.21
H 0.01 -1.12 -0.26
H -0.54 -2.80 0.09
H -0.56 -1.19 2.61
H -1.34 -0.21 1.33
H -2.72 -2.13 2.98
H -2.13 -3.19 1.69
H -4.25 -2.70 0.90
H -3.26 -1.63 -0.13
H -4.85 -1.48 3.79
H -5.88 0.02 3.60
H -7.46 -1.04 2.41
H -7.17 -2.03 3.63
H -6.67 0.73 0.74
H -6.67 -1.00 0.29
H -5.43 -0.69 -1.80
H -6.39 0.80 -1.65
H -2.95 -0.09 -2.27
H -2.52 0.26 -0.67
H -2.80 1.27 1.35
H -4.40 2.02 1.58
H -3.17 2.93 4.65
H -4.19 3.36 3.24
H -2.96 5.09 2.95
H -1.13 4.93 3.13
H -1.02 4.07 0.71
H -2.74 4.56 0.49
H -1.90 6.61 0.31
C 2.43 -1.22 -3.48
Br 0.53 -1.14 -3.15
Br 3.42 -0.02 -2.34
Br 3.11 -3.03 -3.36
H 2.59 -0.90 -4.51
C 7.07 -1.71 -3.69
Br 7.15 -1.06 -5.51
Br 8.13 -3.30 -3.45
Br 7.55 -0.33 -2.42
H 6.04 -1.97 -3.49
C 3.34 4.22 3.97
Br 3.21 5.84 5.01
Br 1.60 3.61 3.37
Br 4.58 4.41 2.50
H 3.73 3.45 4.63
C 6.05 -3.70 2.64
Br 6.82 -3.84 4.41
Br 4.81 -5.13 2.28
Br 5.21 -1.96 2.33
H 6.86 -3.79 1.93
C 0.62 -3.75 -6.77
Br -0.02 -4.15 -4.98
Br 0.53 -1.85 -7.15
Br 2.39 -4.46 -7.07
H -0.05 -4.24 -7.46
C 0.50 8.89 -0.27
Br -0.13 10.38 0.80
Br -0.56 8.67 -1.88
Br 2.38 9.04 -0.67
H 0.37 7.99 0.33
C 3.15 -8.51 -8.50
Br 1.59 -8.35 -7.37
Br 4.59 -7.36 -7.89
Br 3.72 -10.34 -8.68
H 2.87 -8.16 -9.49
*
```


Record 2
An isolated molecule of C6H13N, computed with ωB97M-V with the def2-TZVPD basis set.

Properties
LUMO   -2.40 eV
ΔE to the lowest compared entry with this formula, charge and spin   172.30 kcal per mole
HOMO-LUMO gap   4.58 eV

Geometry as ORCA input:
```
! RIJCOSX wB97M-V def2-TZVPD def2/J DEFGRID3
* xyz 0 1
C 2.02 2.20 -0.16
N 1.19 1.37 -1.00
C 0.74 0.12 -0.36
C -0.30 0.13 0.82
C -0.78 -1.33 1.08
C -2.18 -1.53 0.58
C 0.10 -0.67 -1.49
H 1.68 2.47 0.90
H 2.29 3.12 -0.69
H 3.05 1.82 -0.05
H -2.83 -0.76 0.93
H 1.64 -0.34 0.06
H -1.01 0.73 0.30
H 0.24 0.79 1.53
H -0.78 -1.54 2.11
H -2.28 -1.56 -0.60
H -2.75 -2.46 0.87
H -0.50 0.04 -2.03
H 0.86 -1.29 -2.04
H -0.41 -1.30 -0.78
*
```


Record 3
A cluster of 2 separate species, C6H12O in total, computed with ωB97M-V with the def2-TZVPD basis set.

Properties
SMILES string   CC(C)=O.C=CC
LUMO   0.74 eV
ΔE to the lowest compared entry with this formula, charge and spin   85.64 kcal per mole
HOMO-LUMO gap   9.73 eV

Geometry as ORCA input:
```
! RIJCOSX wB97M-V def2-TZVPD def2/J DEFGRID3
* xyz 0 1
C 0.45 -1.58 -1.15
C -0.62 -0.84 -0.38
C -0.64 -1.47 1.29
O -1.72 -0.59 -0.83
H 0.07 -2.58 -1.39
H 1.37 -1.67 -0.57
H 0.64 -1.05 -2.08
H -1.14 -0.78 1.97
H -1.31 -2.31 1.13
H 0.30 -1.87 1.67
C 1.62 1.30 -0.24
C 0.35 1.10 0.10
C -0.71 2.16 0.13
H 2.37 0.53 -0.17
H 1.94 2.25 -0.66
H 0.07 0.05 0.78
H -1.67 1.82 -0.26
H -0.94 2.50 1.14
H -0.42 3.02 -0.48
*
```


Record 4
A cluster of 2 separate species, C27H34N3O2 in total, computed with ωB97M-V with the def2-TZVPD basis set.

Properties
LUMO   -4.40 eV
ΔE to the lowest compared entry with this formula, charge and spin   5.47 kcal per mole
HOMO-LUMO gap   6.19 eV

Geometry as ORCA input:
```
! RIJCOSX wB97M-V def2-TZVPD def2/J DEFGRID3
* xyz 1 1
C 1.67 0.11 3.39
N 0.22 0.08 3.08
C -0.48 -1.15 3.54
C -1.95 -1.17 3.10
C -2.68 0.09 3.57
C -1.94 1.34 3.09
C -0.47 1.31 3.53
H 2.14 0.98 2.93
H 1.84 0.15 4.46
H 2.16 -0.78 3.00
H 0.05 -2.02 3.16
H -0.42 -1.19 4.63
H -1.99 -1.23 2.01
H -2.45 -2.07 3.48
H -3.72 0.09 3.22
H -2.73 0.09 4.66
H -1.99 1.40 2.00
H -2.43 2.25 3.47
H -0.40 1.37 4.62
H 0.06 2.18 3.13
C -6.50 -0.12 -1.56
O -5.22 0.39 -1.26
C -4.17 -0.52 -1.43
C -2.88 -0.09 -1.14
C -1.80 -0.96 -1.29
C -2.03 -2.28 -1.73
C -3.32 -2.72 -2.02
C -4.37 -1.85 -1.87
N -0.78 -2.93 -1.80
C -0.54 -4.29 -2.26
C 0.19 -2.04 -1.41
C -0.38 -0.81 -1.10
C 0.34 0.37 -0.81
C 1.75 0.39 -0.58
C 2.51 -0.60 0.05
N 3.84 -0.28 0.00
C 4.93 -1.05 0.60
C 3.99 0.92 -0.70
C 2.70 1.37 -1.06
C 2.55 2.50 -1.87
C 3.68 3.20 -2.29
O 3.64 4.34 -3.11
C 2.35 4.76 -3.49
C 4.95 2.74 -1.89
C 5.12 1.62 -1.12
H -7.24 0.66 -1.40
H -6.53 -0.44 -2.60
H -6.71 -0.97 -0.90
H -2.72 0.92 -0.81
H -3.49 -3.72 -2.37
H -5.36 -2.19 -2.08
H -1.47 -4.79 -2.52
H 0.11 -4.28 -3.14
H -0.04 -4.86 -1.47
H 1.24 -2.26 -1.45
H -0.18 1.31 -0.89
H 2.11 -1.48 0.54
H 5.89 -0.59 0.38
H 4.81 -1.09 1.68
H 4.93 -2.06 0.20
H 1.57 2.80 -2.18
H 2.45 5.67 -4.09
H 1.87 3.98 -4.09
H 1.76 4.97 -2.60
H 5.81 3.28 -2.25
H 6.10 1.26 -0.86
*
```


Record 5
A structure of composition C21H15CeF6N3O11S3, computed with ωB97M-V with the def2-TZVPD basis set.

Properties
LUMO (spin up / spin down)   3.75 / 3.75 eV
ΔE to the lowest compared entry with this formula, charge and spin   25.46 kcal per mole
HOMO-LUMO gap (spin up / spin down)   6.40 / 6.40 eV

Geometry as ORCA input:
```
! RIJCOSX wB97M-V def2-TZVPD def2/J DEFGRID3
* xyz -2 1
Ce -0.37 1.14 -0.29
C 2.30 3.17 1.20
C 1.56 4.18 0.54
C 0.21 3.99 0.81
C 0.08 2.85 1.66
C 1.40 2.35 1.88
H 3.37 3.03 1.14
H 1.97 4.94 -0.11
H -0.61 4.62 0.49
H -0.77 2.63 2.27
H 1.65 1.53 2.55
O -2.75 -3.31 -0.77
C -1.78 -4.09 -0.24
C -2.13 -5.40 0.08
C -1.18 -6.26 0.62
C 0.13 -5.83 0.82
C 0.47 -4.53 0.49
C -0.47 -3.65 -0.05
C -0.09 -2.25 -0.40
O -1.02 -1.32 -0.32
N 1.13 -2.08 -0.74
N 1.46 -0.75 -1.00
C 2.62 -0.69 -1.55
C 3.30 0.50 -2.00
C 4.57 0.38 -2.59
C 5.24 1.47 -3.08
C 4.62 2.73 -3.01
C 3.38 2.87 -2.44
C 2.69 1.76 -1.89
O 1.56 1.90 -1.30
H -2.47 -2.37 -0.74
H -3.15 -5.71 -0.07
H -1.47 -7.27 0.88
H 0.86 -6.50 1.25
H 1.47 -4.16 0.64
H 3.12 -1.64 -1.71
H 5.02 -0.61 -2.65
H 6.23 1.37 -3.52
H 5.13 3.60 -3.41
H 2.88 3.83 -2.38
F -2.69 -0.43 4.14
C -1.44 -0.34 3.70
F -1.01 0.91 3.91
F -0.68 -1.16 4.44
S -1.28 -0.85 1.92
O 0.16 -0.59 1.81
O -1.85 -2.15 2.04
N -2.07 0.42 1.31
S -3.61 0.16 0.78
O -3.76 -0.40 -0.52
O -4.35 -0.51 1.82
C -4.34 1.91 0.98
F -4.94 2.32 -0.12
F -5.27 1.83 1.92
F -3.46 2.80 1.40
O -2.99 2.17 -3.15
S -1.95 1.97 -2.21
O -0.90 2.99 -2.14
O -2.46 1.93 -0.78
O -1.23 0.65 -2.38
*
```


Sequential maximum force output: 8.7, 6.4, 5.3, 2.1, 3.7 eV/A